A molecular structure, C27H72BF4O9V in a non-equilibrium geometry, computed with ωB97M-V/def2-TZVPD.

Last column: Löwdin spin population.
CARTESIAN COORDINATES (ANGSTROEM)
V: 2.93953 0.29400 0.51509  3.432
B: -0.17181 -0.39426 -0.96779  0.004
F: -0.77285 -1.63967 -0.76635  0.000
F: 0.93882 -0.12951 -0.19528  0.043
F: 0.04225 -0.18350 -2.26687  0.000
F: -1.03841 0.59325 -0.54135  0.001
C: -1.47243 1.33631 4.03918  0.000
C: -1.50492 0.32224 3.01600  0.000
C: -2.84549 0.25053 2.34287  0.000
O: -0.54015 0.67552 2.00900  0.001
H: -0.63947 1.36927 4.74147  0.000
H: -2.32678 1.17140 4.69568  0.000
H: -1.61354 2.34388 3.64807  0.000
H: -1.24711 -0.65492 3.42438  0.000
H: -3.01896 1.07537 1.65176  0.000
H: -3.68282 0.32492 3.03673  0.000
H: -2.97912 -0.63003 1.71448  0.000
H: -0.71064 0.34914 1.12242  0.000
C: -2.04977 3.93448 -0.24771  0.000
C: -0.91139 4.03413 -1.32553  0.000
C: -0.13350 5.28955 -1.20838  0.000
O: 0.03300 3.00313 -1.09210  0.001
H: -1.66024 3.75284 0.75398  0.000
H: -2.75684 3.11560 -0.38034  0.000
H: -2.61327 4.85395 -0.08912  0.000
H: -1.37539 3.84613 -2.29375  0.000
H: 0.64166 5.44615 -1.95852  0.000
H: 0.39359 5.32847 -0.25508  0.000
H: -0.69662 6.22224 -1.17564  0.000
H: -0.39287 2.14370 -1.13222  0.000
C: 0.69140 -5.74214 1.21865  0.000
C: 0.25179 -4.67932 0.21300  0.000
C: -1.23443 -4.76343 -0.13312  0.000
O: 0.52853 -3.42236 0.70462  0.000
H: 0.81989 -6.70125 0.71696  0.000
H: 0.05938 -5.91486 2.08975  0.000
H: 1.68421 -5.53026 1.61559  0.000
H: 0.73695 -4.90871 -0.73574  0.000
H: -1.84547 -4.52972 0.73872  0.000
H: -1.56085 -5.79088 -0.29409  0.000
H: -1.47171 -3.96125 -0.83192  0.000
H: -0.01686 -2.80845 0.20735  0.000
C: 1.77437 -1.15268 3.75766  0.002
C: 2.91964 -1.78224 2.95581  0.028
C: 2.99448 -3.22983 3.27323  0.002
O: 2.54107 -1.63068 1.59832  0.059
H: 2.12198 -1.03335 4.78383  0.000
H: 0.92829 -1.81749 3.93172  0.000
H: 1.43180 -0.21576 3.31843  0.001
H: 3.87354 -1.26875 3.07627  0.029
H: 3.70813 -3.63535 2.55603  0.001
H: 2.02880 -3.73522 3.26181  0.000
H: 3.38321 -3.38227 4.28008  0.000
H: 1.75050 -2.16802 1.50960  0.001
C: -4.85870 -2.87022 -2.60184  0.000
C: -5.37557 -2.43826 -1.27843  0.000
C: -4.34345 -2.44565 -0.17223  0.000
O: -6.04253 -1.17989 -1.34242  0.000
H: -5.67739 -2.98668 -3.31197  0.000
H: -4.20933 -3.71565 -2.37449  0.000
H: -4.27589 -2.04501 -3.01106  0.000
H: -6.11880 -3.19153 -1.01706  0.000
H: -4.67141 -1.85822 0.68537  0.000
H: -3.38043 -2.07762 -0.52615  0.000
H: -4.24755 -3.52008 -0.01563  0.000
H: -6.94855 -1.40119 -1.56994  0.000
C: 1.40850 3.73539 2.51227  0.001
C: 2.49545 2.70280 2.70280  0.021
C: 2.65890 2.12352 4.13584  0.008
O: 2.01200 1.60147 1.91655  0.074
H: 0.42403 3.42356 2.86107  0.000
H: 1.32844 4.04626 1.47061  0.000
H: 1.56659 4.62112 3.12756  0.000
H: 3.46773 3.07202 2.37655  0.010
H: 2.88351 2.87526 4.89249  0.000
H: 3.49336 1.42238 4.14905  0.007
H: 1.83272 1.50050 4.47846  0.000
H: 1.10270 1.40230 2.15130  0.002
C: -3.23029 0.51859 -3.17711  0.000
C: -4.39500 1.57987 -3.14007  0.000
C: -4.60075 2.20034 -4.48223  0.000
O: -5.52511 0.79269 -2.90762  0.000
H: -2.31406 1.10495 -3.24636  0.000
H: -3.27549 0.05177 -4.16105  0.000
H: -3.23578 -0.26883 -2.42342  0.000
H: -4.31682 2.32559 -2.34896  0.000
H: -5.45399 2.85129 -4.29154  0.000
H: -4.83000 1.58494 -5.35219  0.000
H: -3.74191 2.80760 -4.76810  0.000
H: -5.52581 0.32238 -2.07071  0.000
C: 3.16553 3.78050 -2.56858  0.001
C: 3.70738 2.48632 -1.81716  0.008
C: 4.89799 2.71226 -1.00036  0.041
O: 2.75153 1.95921 -0.96125  0.045
H: 2.20258 3.51332 -3.00382  0.000
H: 3.77360 4.33003 -3.28717  0.000
H: 3.01103 4.54552 -1.80767  0.000
H: 3.94931 1.70812 -2.54103  0.001
H: 5.56944 3.47291 -1.39869  0.002
H: 5.46511 1.82967 -0.70455  0.034
H: 4.52242 3.14626 -0.07372  0.008
H: 1.88044 2.27919 -1.20701  0.001
C: 3.88605 -1.91833 -3.09989  0.001
C: 3.20841 -2.07369 -1.72470  0.006
C: 3.73841 -3.27712 -0.95084  0.003
O: 3.69660 -1.02224 -1.05137  0.084
H: 3.50361 -2.78125 -3.64505  0.000
H: 4.97123 -1.84745 -3.02586  0.001
H: 3.69592 -1.03885 -3.71509  0.000
H: 2.12822 -1.94162 -1.66271  0.001
H: 4.82759 -3.30852 -0.92214  0.001
H: 3.43172 -4.24791 -1.34018  0.000
H: 3.36281 -3.41742 0.06274  0.000
H: 4.64060 -1.19676 -1.05086  0.025

Properties
⟨S²⟩	6.002
M	678.6	g mol⁻¹
relative energy (zero: lowest compared OMol25 entry of this formula, charge and spin)	0.0	kJ/mol
calculated total energy	-84832.4175	eV
net charge	0
spin multiplicity	5
orbital gap (spin up / spin down)	4.95 / 9.60	eV